(1)
C24H29AsN2O2PdS | ωB97M-V/def2-TZVPD

net charge	+2
largest force on an atom	0.3	eV Å⁻¹
Kohn-Sham gap (spin up / spin down)	7.80 / 5.57	eV
energy above the lowest of the compared OMol25 structures with the same formula, charge and spin	5.2	kJ/mol
expectation value of S²	6.048
spin multiplicity	5
calculated total energy	-107570.561	eV

XYZ file:
```
60
Properties=species:S:1:pos:R:3:forces:R:3:lowdin_spin:R:1
Pd 0.7256 0.4383 -0.0563 -0.1 0.1 -0.1 1.464
C -4.1940 3.1758 1.0179 0.0 0.0 0.0 0.000
C -4.7895 3.1676 -0.3896 0.0 0.0 0.0 0.006
C -4.9084 4.6182 -0.8890 0.0 0.0 0.0 0.008
C -6.1804 2.5135 -0.3467 0.0 0.0 0.0 0.007
C -3.9088 2.4028 -1.3575 0.0 0.0 -0.1 0.060
C -4.3431 2.2823 -2.7318 0.0 0.0 0.0 0.223
C -3.6099 1.6594 -3.7246 0.1 0.0 0.0 0.006
C -2.3902 1.1220 -3.3628 -0.1 0.0 0.1 0.157
S -1.2098 0.3246 -4.3247 0.0 0.0 -0.1 0.005
C -0.2024 0.1616 -2.9234 0.0 0.0 0.1 0.095
N -0.7381 0.6504 -1.7934 0.1 0.0 0.0 0.158
C -1.9353 1.2068 -1.9973 -0.1 0.0 0.1 0.142
C -2.7116 1.8521 -1.0098 0.0 0.0 0.0 0.018
C 1.1066 -0.3910 -2.9113 0.0 0.0 0.0 0.103
C 1.7246 -0.9275 -4.0599 0.0 0.0 0.0 0.064
C 3.0090 -1.4134 -3.9732 0.0 0.0 0.0 0.012
C 3.6929 -1.3678 -2.7560 0.0 0.0 -0.1 0.104
C 3.1000 -0.8384 -1.6051 0.0 0.0 0.1 0.074
C 1.8160 -0.3632 -1.6899 0.1 0.0 0.0 0.421
H -4.8549 3.7348 1.6797 0.0 0.0 0.0 0.000
H -3.2150 3.6588 1.0415 0.0 0.0 0.0 0.000
H -4.1092 2.1635 1.4237 0.0 0.0 0.0 0.000
H -5.5455 5.1780 -0.2042 0.0 0.0 0.0 0.002
H -5.3616 4.6784 -1.8796 0.0 0.0 0.0 0.001
H -3.9325 5.1042 -0.9235 0.0 0.0 0.0 0.000
H -6.8074 3.0599 0.3578 0.0 0.0 0.0 0.001
H -6.1229 1.4755 -0.0146 0.0 0.0 0.0 0.000
H -6.6846 2.5373 -1.3133 0.0 0.0 0.0 0.001
H -5.2954 2.7179 -3.0036 0.0 0.0 0.0 0.008
H -3.9799 1.6102 -4.7391 0.0 0.0 0.0 -0.003
H -2.3008 1.9544 -0.0164 0.0 0.0 0.0 0.000
H 1.1940 -0.9578 -5.0045 0.0 0.0 0.0 0.004
H 3.4937 -1.8254 -4.8469 0.0 0.0 0.0 0.000
H 4.7063 -1.7451 -2.7023 0.0 0.0 0.0 0.006
H 3.6547 -0.8047 -0.6758 0.0 0.0 0.0 0.007
O -0.6714 3.9399 0.3496 0.1 0.0 0.0 0.012
C 0.3844 3.6067 0.8226 -0.2 0.0 -0.2 0.025
C 1.2892 4.3913 1.7644 0.0 0.0 0.0 0.015
C 2.3540 3.3858 2.2370 0.0 0.1 0.0 0.008
C 1.9793 2.1363 1.4946 0.0 -0.1 0.0 0.029
O 2.4150 0.9782 1.6037 0.0 0.1 0.0 0.128
N 0.9744 2.3567 0.6204 0.0 -0.1 0.1 0.210
H 0.6881 4.8075 2.5709 0.0 0.0 0.0 0.002
H 1.7151 5.2288 1.2126 0.0 0.0 0.0 0.001
H 2.3502 3.2061 3.3113 0.0 0.0 0.0 0.001
H 3.3691 3.6738 1.9622 0.0 0.0 0.0 0.001
C -0.9238 0.6442 3.1167 0.0 0.0 0.0 0.046
As -0.4585 -0.7073 1.8210 0.1 0.0 0.0 0.249
C 0.6967 -1.9603 2.7122 0.0 0.0 0.0 0.045
C -2.1103 -1.6068 1.3977 0.0 0.0 0.0 0.046
H -1.4944 0.1711 3.9161 0.0 0.0 0.0 0.009
H -1.5224 1.4210 2.6442 0.0 0.0 0.0 0.000
H -0.0131 1.0794 3.5237 0.0 0.0 0.0 0.000
H 0.2104 -2.3012 3.6259 0.0 0.0 0.0 0.010
H 1.6376 -1.4646 2.9427 0.0 0.0 0.0 0.000
H 0.8841 -2.8071 2.0551 0.0 0.0 0.0 0.000
H -2.5221 -2.0063 2.3246 0.0 0.0 0.0 0.010
H -1.9326 -2.4198 0.6974 0.0 0.0 0.0 0.000
H -2.8070 -0.8937 0.9596 0.0 0.0 0.0 0.000
```
Forces are in eV/Å.

(2)
C3H2ClNO2S | ωB97M-V/def2-TZVPD

net charge	0
largest force on an atom	2.8	eV Å⁻¹
Kohn-Sham gap	9.22	eV
energy above the lowest of the compared OMol25 structures with the same formula, charge and spin	111.7	kJ/mol
calculated total energy	-32083.030	eV

XYZ file:
```
10
Properties=species:S:1:pos:R:3:forces:R:3:lowdin_charge:R:1
C -0.6521 -0.9114 0.3803 2.0 1.1 -0.1 -0.233
C 0.4500 0.4615 0.0123 -2.1 -1.9 0.3 -0.436
C -1.6050 0.1355 -0.2097 -0.7 0.1 0.2 -0.129
N -0.5475 1.1106 -0.4417 0.9 0.3 0.0 0.034
O -0.6043 -1.9980 0.8080 -0.3 0.5 -0.3 0.176
O 2.6546 0.4814 1.3536 0.2 -0.1 0.7 -0.513
S 2.1804 0.9424 0.0739 -0.2 0.0 -0.8 0.621
Cl 2.5934 -0.5480 -1.3545 0.1 0.2 0.0 0.232
H -2.1148 -0.1788 -1.1220 0.1 -0.1 0.0 0.123
H -2.3545 0.5048 0.4998 0.1 -0.1 -0.1 0.124
```
Forces are in eV/Å.

(3)
C12H42O15 | ωB97M-V/def2-TZVPD

net charge	0
largest force on an atom	3.5	eV Å⁻¹
Kohn-Sham gap	10.07	eV
energy above the lowest of the compared OMol25 structures with the same formula, charge and spin	83.3	kJ/mol
calculated total energy	-43834.706	eV

XYZ file:
```
69
Properties=species:S:1:pos:R:3:forces:R:3:lowdin_charge:R:1
O 8.2894 14.8657 10.0491 0.6 0.0 1.2 -0.105
C 6.9476 14.9995 10.4318 -1.1 -0.8 -1.8 -0.221
C 6.6558 15.0963 11.9203 0.7 3.4 0.1 -0.271
O 7.1266 14.1447 12.7815 2.3 -1.7 1.0 -0.094
H 8.6157 14.0028 10.3807 0.2 0.2 -0.6 0.050
H 6.5389 15.8749 9.8063 0.3 -1.1 1.4 0.145
H 6.4341 14.0558 10.0537 0.1 1.0 0.4 0.128
H 5.6064 15.0819 12.0233 -1.5 0.0 0.0 0.108
H 6.9773 16.0722 12.3835 -0.2 -0.3 -1.0 0.142
H 8.1014 14.2590 13.0050 -1.7 -0.2 -0.5 0.126
O 9.2262 12.5080 13.3808 -1.0 -0.8 0.6 -0.116
C 9.1673 11.9975 14.7530 -0.1 1.9 -0.7 -0.208
C 9.4837 10.5672 14.9778 0.4 1.3 2.2 -0.278
O 10.8403 10.3095 14.8986 1.0 0.6 0.7 -0.016
H 8.3342 12.2970 13.0171 0.9 -0.2 -0.2 0.037
H 9.8381 12.6857 15.3004 -0.2 -0.7 0.0 0.134
H 8.1591 12.1182 15.1778 0.0 0.4 -0.3 0.125
H 8.9021 9.9451 14.3930 -1.2 -1.4 -1.4 0.099
H 9.1154 10.4814 16.0332 0.5 -0.6 -0.4 0.135
H 11.0672 9.6205 14.3003 -0.1 -0.8 -0.7 0.073
O 6.6753 17.4475 6.9572 0.1 -0.8 -0.2 -0.078
C 7.9360 17.4713 7.6203 0.3 0.4 -0.8 -0.236
C 9.0851 16.5103 7.1726 -1.8 0.1 2.5 -0.173
O 8.7549 15.1354 7.4764 0.7 0.9 -0.7 -0.106
H 6.2764 16.5607 6.8513 0.4 0.1 0.5 0.049
H 8.2751 18.4850 7.3360 0.2 -0.3 0.6 0.121
H 7.8336 17.3874 8.7123 -0.1 0.1 -0.2 0.100
H 9.9239 16.8398 7.8286 -0.1 -0.3 -0.9 0.133
H 9.2340 16.6224 6.1406 0.6 0.0 -1.4 0.097
H 8.9748 15.0500 8.4147 -0.5 -0.4 0.3 0.051
O 3.8495 7.6523 13.5386 -0.2 -0.6 0.2 -0.058
C 4.7051 8.6050 12.9961 2.5 0.3 0.1 -0.267
C 5.6998 8.0042 11.9460 -1.0 0.9 -1.3 -0.232
O 6.3719 6.9332 12.5940 0.6 0.5 -0.1 -0.081
H 4.3961 7.0771 14.0837 -0.1 -0.1 0.0 0.084
H 4.0854 9.4087 12.6261 0.2 0.3 -0.2 0.115
H 5.4628 8.9574 13.7711 -1.2 0.1 -0.5 0.132
H 6.4827 8.7924 11.6437 -1.3 -1.1 0.4 0.110
H 5.1371 7.6343 11.0021 1.0 0.6 1.4 0.145
H 5.9343 6.1357 12.3334 -0.3 -0.8 -0.1 0.077
O 5.5157 14.6695 6.7290 -0.1 0.1 -0.9 -0.073
C 6.1132 14.3338 5.4428 -0.4 -0.3 2.1 -0.207
C 6.8257 13.0170 5.4392 0.5 -0.9 -0.4 -0.197
O 7.7717 12.7291 6.4978 -1.4 -0.4 -0.9 -0.086
H 5.8933 14.1466 7.4473 0.3 -0.1 -0.3 0.075
H 5.3588 14.3406 4.6784 -0.7 -0.3 -0.2 0.120
H 6.7573 15.1126 5.1572 1.2 1.2 -0.1 0.092
H 7.3468 12.9987 4.4645 -0.1 -0.3 0.3 0.125
H 6.0871 12.1961 5.4478 0.4 0.2 0.1 0.132
H 8.2455 13.5054 6.7938 0.4 1.1 0.0 0.046
O 9.0963 9.9652 10.1556 -0.1 -0.2 1.4 -0.130
C 10.3382 9.2272 10.0633 -1.1 0.2 -1.0 -0.187
C 10.0587 7.7635 10.2453 1.3 -0.1 0.8 -0.250
O 9.6310 7.5314 11.5683 -0.1 0.1 0.8 -0.054
H 8.6370 9.7183 11.0031 0.7 0.4 -1.0 0.098
H 10.6409 9.4589 9.0188 0.5 -0.2 0.9 0.143
H 11.0408 9.5279 10.8510 0.0 0.2 -0.4 0.129
H 10.9656 7.1868 10.0496 0.2 0.0 0.2 0.126
H 9.3281 7.3538 9.6256 -1.3 -0.2 -1.6 0.106
H 8.6758 7.4029 11.5797 0.0 -0.2 0.1 0.063
O 6.7978 11.4990 11.9281 -0.4 0.0 1.7 -0.057
H 6.4328 12.3428 12.2901 0.5 -0.7 -0.9 0.051
H 6.9786 11.5683 10.9981 -0.1 0.6 -1.1 -0.007
O 10.0181 12.8975 10.3643 -0.1 -0.5 -0.1 -0.035
H 10.0696 13.1045 11.3021 0.3 -0.3 0.4 0.034
H 9.8640 11.9338 10.3196 -0.1 0.4 0.1 0.035
O 7.1971 11.4931 8.8271 0.3 -0.5 0.5 -0.071
H 7.9951 10.9357 8.8805 -0.5 0.1 0.2 0.017
H 7.2820 11.9017 7.9540 -0.1 0.3 -0.3 -0.010
```
Forces are in eV/Å.